(1)
Formula: C33H51O35PS
Source: the Open Molecules 2025 dataset
Level of theory: the ωB97M-V functional and the def2-TZVPD basis

Structure (XYZ):
```
121
Properties=species:S:1:pos:R:3:forces:R:3:mulliken_charge:R:1
S -0.3685 -0.9467 0.5030 -0.680 -2.211 0.195 -0.712
O -1.6111 -1.2099 1.2702 0.084 0.082 0.442 -0.816
O -0.6175 -1.4033 -0.8857 0.336 0.583 -0.758 -0.442
O -0.0236 0.4577 0.5904 0.203 2.429 -0.432 -0.307
O 0.7838 -1.7155 1.0432 0.279 -0.489 0.336 0.636
C -3.5369 -3.6543 1.6197 0.190 0.082 0.629 0.425
C -2.2088 -3.9052 2.3898 -1.162 1.489 -1.290 1.146
O -2.3258 -5.2551 2.7883 0.433 -0.364 0.329 -0.420
C -3.5542 -5.7238 2.5410 -1.386 -2.407 -1.566 0.524
O -3.9136 -6.8943 2.6445 0.891 2.921 0.502 -0.623
O -4.3307 -4.7586 1.9526 -0.199 -1.902 1.355 -0.453
H -3.4070 -3.7556 0.5423 0.118 0.871 0.004 -0.164
H -4.0814 -2.7889 1.9977 0.324 0.329 -0.681 0.146
H -2.0974 -3.2235 3.2330 0.090 -0.282 0.102 0.110
H -1.4843 -3.6530 1.6155 0.808 -0.703 0.654 -0.770
C -2.7866 1.9720 0.7909 -0.160 -0.252 -1.225 0.813
C -1.8001 3.1099 0.6640 0.837 -0.471 0.725 1.531
O -2.5980 4.2249 0.2590 0.626 0.704 -0.571 -0.381
C -3.8921 3.9551 0.3625 -2.215 1.147 1.939 0.538
O -4.8220 4.7650 0.3111 2.482 -2.037 -0.589 -0.659
O -4.0345 2.6907 0.8256 -0.711 -0.451 -0.412 -0.474
H -2.7166 1.2434 1.5985 0.066 0.616 0.296 0.236
H -2.7091 1.3495 -0.1004 -0.387 0.007 -0.271 -0.492
H -0.9837 2.9565 -0.0417 -0.385 -0.036 -0.006 -1.357
H -1.3280 3.2619 1.6346 -0.085 0.704 0.102 0.350
C 1.7687 -4.3438 3.0101 -0.854 0.850 -0.396 1.074
C 1.4334 -3.2131 3.9452 1.054 1.289 -1.388 0.564
O 1.5599 -3.7632 5.2426 -0.730 -0.814 -0.055 -0.447
C 1.3244 -5.1088 5.1014 0.283 -1.380 1.742 0.455
O 1.1909 -5.8979 6.0268 0.181 1.943 -2.004 -0.601
O 1.3331 -5.4638 3.7983 0.338 -0.092 -0.159 -0.355
H 2.7972 -4.3613 2.6495 0.229 -0.623 0.733 0.000
H 1.1708 -4.1354 2.1229 -0.307 -0.822 -0.066 -0.513
H 0.4746 -2.7934 3.6409 -0.518 -0.275 0.827 -0.190
H 2.1248 -2.3928 3.7525 0.224 0.022 0.629 0.064
C -5.0113 -0.2744 -1.2949 2.968 -0.469 0.084 -0.225
C -3.7694 -1.2343 -1.2248 -0.247 2.028 -0.226 0.926
O -4.4041 -2.4845 -1.4569 0.949 -0.596 0.422 -0.349
C -5.6836 -2.4007 -1.1151 -2.216 -1.386 -1.225 0.659
O -6.4960 -3.2983 -1.1950 1.411 0.970 0.603 -0.622
O -6.0375 -1.1335 -0.8580 -0.573 0.740 0.177 -0.379
H -5.0333 0.0296 -2.3414 -1.088 0.140 -0.010 0.308
H -4.8199 0.5781 -0.6432 -0.693 -0.052 0.014 0.258
H -3.1873 -1.1025 -0.3128 -0.356 -0.923 0.523 -0.362
H -3.0264 -1.0025 -1.9880 -0.265 -0.371 -0.378 -0.138
C -0.6623 0.7325 3.7564 -0.402 -1.030 -0.989 0.587
C 0.8160 0.6235 3.5621 -0.051 1.041 1.905 0.788
O 1.1710 1.9334 4.0504 0.911 1.996 1.071 -0.411
C 0.2524 2.4136 5.0000 0.887 -0.382 -0.918 0.597
O 0.4236 3.2878 5.8207 -0.073 -1.427 -1.608 -0.605
O -0.8737 1.7210 4.7947 -0.322 -0.589 0.153 -0.438
H -1.0097 -0.2676 4.0156 -0.718 0.424 0.309 0.149
H -1.0826 1.0267 2.7947 -0.399 0.229 0.366 -0.546
H 1.1390 0.4319 2.5388 -0.053 0.163 0.193 -0.521
H 1.2360 -0.0265 4.3297 0.243 -0.604 -0.449 0.182
C -0.3030 -4.5170 -0.9522 -0.240 2.609 0.396 0.697
C -1.3573 -3.9398 -1.9696 1.206 -0.812 1.275 0.257
O -2.0352 -5.1600 -2.2989 0.692 -0.521 -0.130 -0.420
C -1.7974 -6.0737 -1.3182 -3.881 -3.214 -0.450 0.608
O -2.4513 -7.1387 -1.2890 2.714 3.225 0.154 -0.642
O -0.9572 -5.6241 -0.3799 -0.113 -0.789 -0.610 -0.363
H -0.0762 -3.7852 -0.1769 -0.182 0.024 0.088 -0.763
H 0.6722 -4.7757 -1.3647 -0.210 -0.406 -0.534 0.252
H -0.8030 -3.4569 -2.7743 -0.533 -0.272 -0.349 0.299
H -2.1227 -3.2853 -1.5528 0.585 0.134 0.178 -0.213
C 2.0755 -1.5438 -2.3331 -1.406 0.692 2.007 0.885
C 2.1117 -0.1552 -1.7499 -1.104 0.689 0.732 2.226
O 3.1142 0.4769 -2.5085 0.767 1.851 -0.751 -0.382
C 3.7063 -0.3833 -3.3354 0.123 1.435 -2.850 0.588
O 4.3483 -0.0501 -4.3525 -1.382 -1.530 3.602 -0.656
O 3.2820 -1.5963 -2.9611 3.441 -1.817 -2.296 -0.458
H 1.3005 -1.6852 -3.0864 -0.339 -0.305 0.495 0.052
H 2.0602 -2.1402 -1.4209 -0.472 -0.991 -0.699 -0.256
H 2.3881 -0.1008 -0.6970 -0.065 -0.237 0.019 -0.497
H 1.1500 0.3496 -1.8418 0.307 0.134 0.013 -1.549
C -0.7373 0.9672 -3.4798 2.345 -0.236 0.477 0.675
C -0.7189 2.1606 -2.5312 0.553 -2.107 0.251 1.832
O -2.0644 2.5161 -2.6375 -0.887 1.604 1.938 -0.359
C -2.5961 2.0873 -3.7665 -0.969 1.671 -0.299 0.557
O -3.6425 2.4768 -4.1845 -0.372 -0.459 -0.195 -0.611
O -1.7415 1.3120 -4.3747 -0.015 -1.582 -2.122 -0.471
H -0.9157 0.0282 -2.9559 -0.535 -0.010 0.168 -0.289
H 0.2285 0.8272 -3.9653 -0.138 0.184 -0.505 0.191
H -0.0306 2.9667 -2.7855 -0.158 0.039 0.022 -0.725
H -0.5336 1.6962 -1.5627 0.185 0.695 0.395 -0.901
C 3.9792 -2.2389 1.2250 -0.012 0.034 -1.241 0.595
C 4.9282 -1.5768 0.2198 -0.090 -0.426 0.883 0.242
O 6.1994 -1.9692 0.7352 1.529 -0.002 0.386 -0.424
C 6.1238 -2.6675 1.9231 -0.285 0.120 -0.477 0.511
O 7.0150 -3.0476 2.6323 -0.547 0.668 -1.222 -0.571
O 4.8297 -2.9063 2.1671 -0.834 0.294 0.407 -0.393
H 3.4510 -2.9762 0.6205 -0.576 -0.129 0.816 0.113
H 3.3249 -1.4727 1.6410 -0.167 -0.640 0.509 -0.322
H 4.8073 -0.4935 0.2139 0.393 0.006 -0.047 0.145
H 4.7498 -1.9856 -0.7747 0.465 0.117 -0.047 0.052
C 2.6116 4.0417 2.2497 -0.452 -1.138 -0.622 -1.505
C 1.7806 3.4358 1.0597 1.528 -0.363 1.364 0.806
O 1.2324 4.4153 0.2120 0.853 1.659 -2.270 0.127
P 2.1923 5.0874 -0.9429 -1.003 1.502 -0.596 0.598
O 3.4893 5.7311 -0.5599 -1.918 -1.459 -0.571 -0.805
O 1.1806 6.2007 -1.6465 1.015 -1.114 1.157 -0.466
C -0.2474 5.9521 -1.6297 0.228 -0.480 -1.144 0.876
C -0.9048 6.2593 -3.0071 0.348 0.879 1.859 -1.322
O 2.2092 3.9568 -2.1134 -0.334 0.153 0.966 0.195
C 2.9003 4.2557 -3.3571 0.927 -0.533 0.682 -0.511
C 2.5407 3.2782 -4.4718 -0.911 0.428 0.578 -0.723
H 1.9397 4.4839 2.9853 0.140 0.077 -0.042 0.313
H 3.1105 3.1872 2.7068 -0.222 -0.087 0.319 0.408
H 3.4372 4.7080 1.9996 -0.434 0.239 -0.538 0.402
H 2.3741 2.7440 0.4620 0.341 0.008 -0.030 0.013
H 0.9673 2.8071 1.4223 -0.114 0.293 0.153 -0.292
H -0.4100 4.8905 -1.4435 -0.137 0.097 0.283 -0.582
H -0.6459 6.5441 -0.8057 -0.298 -0.090 -0.208 0.324
H -1.9594 6.0592 -2.8181 -0.077 -0.460 -0.593 0.379
H -0.8658 7.3350 -3.1786 0.242 0.054 -0.251 0.404
H -0.4393 5.7316 -3.8397 -0.270 -0.191 0.167 0.230
H 2.6983 5.2964 -3.6103 -0.031 -0.054 -0.229 0.461
H 3.9474 4.1370 -3.0786 0.205 0.282 -0.392 0.274
H 3.0425 3.5869 -5.3888 0.049 -0.128 0.046 0.431
H 2.7217 2.2265 -4.2498 0.481 0.228 0.154 -0.003
H 1.4640 3.3505 -4.6254 -0.160 0.096 -0.317 0.166
```
Forces are in eV/Å.

Largest force on an atom ... 5.06 eV/Å
Net charge ... -2
Orbital gap ... 8.4 eV
LUMO level ... 3.4 eV

***

(2)
Formula: C45H40Cl2N4O3PdTe
Source: the Open Molecules 2025 dataset
Level of theory: the ωB97M-V functional and the def2-TZVPD basis

Structure (XYZ):
```
96
Properties=species:S:1:pos:R:3:forces:R:3:mulliken_charge:R:1
Pd 1.2775 0.1634 1.3177 0.278 -0.410 -0.013 -0.276
C 0.7099 -1.1453 5.5618 0.005 0.025 -0.008 -1.178
C 0.6013 -1.0836 4.1626 -0.171 0.052 -0.044 -0.416
N 1.3169 -0.2536 3.4407 0.053 0.033 -0.209 0.824
C 2.1956 0.5950 4.0527 0.022 0.012 -0.007 0.827
C 2.3194 0.6409 5.4529 -0.011 -0.023 0.000 0.806
C 1.5566 -0.2844 6.2000 -0.016 0.010 -0.019 -0.761
C 3.1674 1.6091 6.0360 0.002 0.016 -0.023 -0.975
C 3.8221 2.4911 5.2238 -0.013 -0.002 0.015 -0.960
C 3.7126 2.4326 3.8209 0.013 -0.020 -0.026 -0.595
C 2.9437 1.4625 3.2118 0.058 -0.093 0.004 -0.876
N 2.8030 1.2601 1.8475 -0.008 0.272 0.224 0.697
C 3.7248 1.6780 0.8992 -0.024 -0.127 -0.009 0.238
C 5.0604 1.9367 1.1122 -0.011 0.013 0.004 -0.856
C 5.8641 2.4430 0.0695 -0.004 0.013 -0.026 -0.856
C 5.3552 2.7109 -1.1695 0.011 0.012 0.038 -0.961
C 3.9994 2.4086 -1.4345 -0.015 -0.018 -0.040 0.889
C 3.3532 2.6674 -2.6649 0.002 0.000 0.019 -1.046
C 2.0295 2.3640 -2.8101 0.013 -0.007 0.041 -1.174
C 1.3615 1.7206 -1.7519 -0.058 -0.065 0.030 -0.253
N 1.9438 1.4122 -0.6222 -0.013 -0.143 0.047 0.663
C 3.2219 1.8257 -0.4186 -0.033 -0.034 0.026 -0.367
H 0.1048 -1.8559 6.1054 -0.008 0.002 0.006 0.498
H -0.1162 -1.7029 3.6418 0.032 -0.036 -0.060 0.690
H 1.6438 -0.2896 7.2791 -0.009 0.001 0.011 0.454
H 3.2625 1.6561 7.1119 0.009 -0.005 0.013 0.443
H 4.4451 3.2619 5.6574 0.004 0.002 0.009 0.430
H 4.2425 3.1589 3.2231 0.001 -0.006 -0.006 0.763
H 5.5062 1.7628 2.0803 -0.014 0.014 0.002 0.759
H 6.9069 2.6419 0.2778 0.005 0.003 -0.007 0.408
H 5.9686 3.1431 -1.9483 0.009 -0.010 -0.008 0.424
H 3.9109 3.1290 -3.4703 0.008 -0.004 -0.006 0.442
H 1.4890 2.5892 -3.7188 -0.002 -0.003 -0.005 0.598
H 0.3161 1.4637 -1.8501 0.006 0.007 0.029 0.755
Cl -0.1722 -7.1214 1.7972 -0.004 -0.020 0.003 -0.215
C -0.1212 -5.4013 1.6284 0.063 0.023 -0.018 -0.162
C -1.3070 -4.6737 1.6044 -0.063 0.048 -0.007 -0.584
C -1.2776 -3.3060 1.4576 -0.041 -0.081 -0.043 1.100
Cl -2.7732 -2.4364 1.5217 -0.039 -0.122 0.318 -0.152
C -0.0749 -2.5800 1.2890 0.076 0.088 -0.173 -1.600
O -0.1540 -1.2902 1.0780 -0.100 0.105 0.043 1.736
C 1.1156 -3.3444 1.3761 0.117 0.103 0.206 1.441
C 2.4506 -2.7690 1.3547 -0.154 0.062 -0.358 -0.927
O 2.7498 -1.6060 1.1248 0.230 0.181 0.203 -0.320
C 1.0746 -4.7368 1.5461 -0.045 -0.063 -0.012 -1.104
H -2.2575 -5.1769 1.7157 -0.010 -0.007 -0.002 0.521
H 3.2657 -3.4859 1.5485 -0.027 0.025 -0.074 0.341
H 2.0043 -5.2886 1.6050 0.006 -0.002 0.010 0.439
C -0.3048 2.4835 3.0353 0.113 0.070 0.027 -1.590
C -1.1382 1.7877 1.9868 0.646 0.326 -0.373 0.892
O -2.3460 1.7590 2.1106 -0.679 -0.217 0.047 -0.563
N -0.4464 1.3450 0.8729 -0.636 -0.533 -0.399 -0.233
Te -1.9704 0.2899 -0.2516 0.263 0.449 0.168 0.871
C -2.4497 1.5486 -1.9294 0.139 0.105 0.126 0.520
C -2.0661 1.3185 -3.2626 -0.046 -0.032 -0.064 1.269
C -1.1153 0.2629 -3.7583 0.003 0.066 0.004 -0.696
C -2.6356 2.1054 -4.2634 -0.033 0.046 0.018 -1.002
C -3.5660 3.0951 -4.0031 0.025 -0.022 0.003 0.412
C -4.1640 3.9229 -5.1032 0.006 0.009 0.001 -1.655
C -3.9276 3.3017 -2.6798 0.019 0.018 0.047 -0.878
C -3.3939 2.5563 -1.6381 -0.052 0.046 -0.046 0.573
C -3.8781 2.8784 -0.2512 0.068 -0.043 0.032 -1.656
C -1.6879 -1.4959 -1.4478 0.041 0.012 0.250 1.529
C -2.9489 -2.0825 -1.6266 0.037 -0.070 -0.126 0.539
C -4.2961 -1.4433 -1.3667 -0.006 0.050 -0.019 -2.477
C -3.0045 -3.3793 -2.1404 -0.034 0.005 -0.011 -0.814
C -1.8746 -4.1014 -2.4709 -0.008 0.004 0.009 0.486
C -1.9665 -5.5042 -2.9993 0.008 -0.013 0.005 -1.870
C -0.6455 -3.4694 -2.3276 -0.001 0.051 -0.081 -0.907
C -0.5240 -2.1741 -1.8435 0.033 0.013 -0.022 0.936
C 0.8452 -1.5640 -1.8877 0.144 -0.149 0.234 -0.907
H -0.7448 3.4678 3.1909 -0.020 -0.019 0.019 0.477
H 0.7371 2.5989 2.7569 0.016 0.025 -0.015 0.309
H -0.3875 1.9311 3.9717 0.007 0.016 0.015 0.313
H -0.3060 0.0491 -3.0713 -0.341 0.237 -0.140 -1.233
H -0.6740 0.5881 -4.6998 0.006 0.017 -0.018 0.502
H -1.6347 -0.6784 -3.9447 -0.005 0.013 -0.021 0.520
H -2.3379 1.9219 -5.2893 0.010 -0.010 -0.008 0.374
H -3.8718 3.5530 -6.0842 0.003 -0.004 -0.002 0.352
H -3.8401 4.9618 -5.0221 0.003 0.002 0.003 0.343
H -5.2527 3.9175 -5.0443 -0.005 -0.002 0.001 0.394
H -4.6520 4.0722 -2.4431 -0.019 -0.002 0.001 0.412
H -4.6581 3.6345 -0.3024 -0.001 0.002 0.034 0.432
H -3.0778 3.2578 0.3821 0.015 0.018 0.005 0.209
H -4.2899 2.0094 0.2635 -0.013 -0.040 0.013 0.391
H -4.3047 -0.6070 -0.6693 -0.022 -0.085 -0.014 0.340
H -4.9807 -2.1908 -0.9694 -0.025 -0.014 -0.023 0.570
H -4.7102 -1.0728 -2.3068 0.011 0.011 -0.007 0.336
H -3.9810 -3.8351 -2.2616 -0.008 -0.010 -0.002 0.447
H -2.9174 -5.9645 -2.7366 -0.009 0.001 -0.002 0.419
H -1.1631 -6.1256 -2.6041 0.006 0.000 0.008 0.403
H -1.8814 -5.5132 -4.0874 0.001 0.011 -0.007 0.314
H 0.2564 -3.9936 -2.6240 0.013 -0.008 0.013 0.435
H 1.6102 -2.3352 -1.9671 -0.012 -0.040 0.051 0.501
H 1.0633 -0.9701 -1.0100 0.017 0.106 0.107 -0.435
H 0.9609 -0.9138 -2.7559 0.195 -0.241 0.062 0.521
```
Forces are in eV/Å.

2S+1 ... 2
Largest force on an atom ... 0.92 eV/Å
Net charge ... +1
Expectation value of S² ... 0.76
Orbital gap (spin up / spin down) ... 5.9 / 5.7 eV
LUMO level (spin up / spin down) ... -3.9 / -4.0 eV

***

(3)
Formula: C3H4N2OS2
Source: the Open Molecules 2025 dataset
Level of theory: the ωB97M-V functional and the def2-TZVPD basis

Structure (XYZ):
```
12
Properties=species:S:1:pos:R:3:forces:R:3:mulliken_charge:R:1
C -2.6063 -0.3960 0.6899 -0.171 1.358 -0.602 -0.121
C 0.9876 -0.3974 0.4531 -4.392 -1.936 5.473 0.209
C 2.2247 0.4162 -1.2339 1.873 -1.325 2.276 0.135
H -2.9705 -1.3717 1.4067 2.158 2.903 -1.984 0.295
H -0.9259 1.0525 -0.0091 -2.008 -2.751 1.416 0.296
H 1.8947 -0.6845 0.9329 0.475 -0.555 0.179 0.309
H 3.0654 -0.0352 -0.5889 -1.283 0.502 -0.866 0.140
N -1.2394 0.1673 0.6026 -1.272 -0.538 -0.730 0.050
N -0.1516 -0.5331 1.1259 2.164 0.435 -1.019 -0.587
O 1.0081 0.1671 -0.6790 0.476 2.489 -4.350 -0.201
S -3.8609 0.3776 -0.1888 2.205 -1.380 1.582 -0.279
S 2.5743 1.2374 -2.5113 -0.226 0.798 -1.375 -0.246
```
Forces are in eV/Å.

SMILES ... S=CN/N=C\OC=S
Largest force on an atom ... 7.28 eV/Å
Net charge ... 0
Orbital gap ... 7.7 eV
LUMO level ... -0.7 eV